This record from the Open Molecules 2025 dataset describes 13 unconnected molecules or ions with the total composition C62H163N13O18 at a distorted geometry. The level of theory is the ωB97M-V functional and the def2-TZVPD basis.

Results
gap between HOMO and LUMO (spin up / spin down)	7.3 / 2.0	eV
total charge	+1
2S+1	2
⟨S²⟩	0.75

Last column: Mulliken charge in e.
Atoms and positions in Å:
C 1.6312 6.0494 -6.4940  -0.740
O 0.7230 5.4186 -5.5596  -0.303
C 1.1955 5.4859 -4.2238  -0.899
C 0.2699 4.5481 -3.3415  -0.352
N 0.4553 3.1719 -3.7470  -0.354
C -0.4400 2.2115 -3.0235  -0.082
C -0.6223 0.9598 -3.7829  0.003
O -1.0566 1.2128 -5.1361  -0.483
C -0.9958 0.0085 -5.9609  -0.678
H 1.2930 5.8360 -7.5080  0.243
H 2.6081 5.6031 -6.3078  0.329
H 1.7533 7.1166 -6.3088  0.282
H 1.2219 6.5145 -3.8640  0.508
H 2.2336 5.1538 -4.2065  0.362
H -0.7579 4.8078 -3.5950  0.402
H 0.5284 4.7952 -2.3118  0.125
H 0.1711 3.1254 -4.7151  0.430
H -1.4183 2.6198 -2.7700  0.221
H -0.0074 2.0159 -2.0424  -0.029
H -1.4353 0.3269 -3.4272  0.031
H 0.2477 0.3072 -3.8552  0.200
H -1.2903 0.3428 -6.9557  0.358
H -1.6257 -0.8367 -5.6834  0.178
H 0.0127 -0.4000 -6.0256  0.296
C 6.8737 6.2346 5.2563  -0.642
O 6.1604 7.4592 5.0546  -0.399
C 5.4601 8.0467 6.1542  -0.887
C 4.1910 7.2600 6.6111  -0.526
N 3.2908 7.1450 5.4846  0.683
C 2.0072 6.5486 5.8828  -0.830
C 1.1257 6.1016 4.7244  -0.475
O 1.6484 4.8230 4.2482  -0.465
C 0.8894 4.3708 3.0863  -0.867
H 6.3062 5.4244 4.7984  0.196
H 7.1028 6.1675 6.3198  0.420
H 7.8005 6.2862 4.6850  0.241
H 5.0893 9.0220 5.8389  0.350
H 6.0932 8.2662 7.0138  0.486
H 3.7547 7.7330 7.4908  0.533
H 4.4487 6.3073 7.0737  0.416
H 3.5950 6.6820 4.6401  -0.245
H 1.4749 7.3110 6.4516  0.492
H 2.1898 5.7012 6.5436  0.391
H 1.3001 6.7220 3.8453  0.172
H 0.0617 6.0122 4.9438  0.617
H 0.9716 5.0245 2.2179  0.216
H -0.1705 4.2023 3.2766  0.584
H 1.2083 3.3628 2.8209  0.307
C 4.5060 -2.5479 -0.4488  -0.130
O 5.7724 -2.8520 0.1672  -0.391
C 6.7447 -3.2594 -0.8283  -0.134
C 8.1308 -3.4762 -0.2185  -0.916
N 8.4284 -2.4452 0.8328  -0.276
C 9.7178 -2.7209 1.4900  -0.676
C 9.8258 -1.7023 2.5987  -0.604
O 8.8707 -1.9302 3.6961  -0.302
C 9.1385 -1.3128 4.9449  -0.677
H 4.0963 -3.4220 -0.9550  0.023
H 4.5969 -1.6474 -1.0561  0.341
H 3.8263 -2.4206 0.3938  -0.086
H 6.8955 -2.5294 -1.6236  0.312
H 6.5848 -4.2147 -1.3282  0.198
H 8.8328 -3.4267 -1.0508  0.320
H 8.1546 -4.5140 0.1141  0.350
H 7.7384 -2.5430 1.5638  0.257
H 10.4270 -2.4803 0.6980  0.370
H 9.9277 -3.7395 1.8163  0.359
H 9.7337 -0.6757 2.2441  0.332
H 10.8589 -1.7036 2.9460  0.477
H 10.0669 -1.7816 5.2712  0.282
H 8.3005 -1.5551 5.5986  0.214
H 9.2878 -0.2529 4.7394  0.278
C 0.7510 -2.3701 -0.9049  0.471
O 0.0114 -1.7551 -1.9245  -0.348
C -1.1795 -2.3935 -2.2772  -0.482
C -2.3080 -2.3999 -1.2052  0.639
N -2.5893 -1.0006 -0.9041  0.191
C -3.1900 -0.8459 0.4057  0.670
C -3.0092 0.6635 0.9182  -0.228
O -1.6856 1.0773 0.7159  0.091
C -1.5215 2.4459 0.9257  -0.984
H 0.7430 -3.4600 -0.9185  0.062
H 0.3445 -2.0673 0.0601  -0.240
H 1.8082 -2.1065 -0.9332  -0.165
H -0.9831 -3.4388 -2.5156  0.278
H -1.5513 -1.9688 -3.2097  -0.184
H -1.8655 -2.8732 -0.3288  -0.556
H -3.2772 -2.8287 -1.4600  0.346
H -1.7507 -0.4380 -0.9177  0.326
H -2.7663 -1.5182 1.1518  -0.299
H -4.2627 -1.0087 0.3013  -0.808
H -3.1177 0.8152 1.9922  0.450
H -3.7118 1.2493 0.3254  -0.237
H -2.0166 2.9937 0.1239  0.315
H -0.4713 2.6280 0.6974  0.235
H -1.6231 2.9224 1.9008  0.164
C 2.7478 3.6263 -0.6735  -0.450
O 3.2794 3.9131 0.6252  -0.240
C 3.9744 5.1852 0.6909  -1.095
C 4.2696 5.5308 2.2438  0.520
N 5.4096 6.4381 2.4437  -0.241
C 5.2270 7.6703 1.6180  -0.963
C 4.2161 8.6789 2.2521  -0.376
O 2.8125 8.3072 2.2604  -0.160
C 2.0030 9.1870 2.9597  -0.739
H 2.1639 4.4708 -1.0398  0.117
H 2.0405 2.7990 -0.6172  0.094
H 3.5520 3.4075 -1.3760  0.428
H 3.3974 5.9969 0.2477  0.446
H 4.9102 4.9906 0.1669  0.378
H 4.6803 4.6571 2.7499  0.364
H 3.4268 5.9150 2.8184  -0.333
H 5.5445 6.9469 3.3057  0.142
H 4.9087 7.5802 0.5795  0.349
H 6.1979 8.1477 1.7507  0.441
H 4.2172 9.6157 1.6949  0.487
H 4.4912 8.8942 3.2846  0.252
H 1.0402 8.6762 2.9666  0.220
H 2.0003 10.1808 2.5120  0.336
H 2.2946 9.1734 4.0099  0.268
C -5.5690 3.3427 1.2828  -0.802
C -5.5694 4.8516 1.0816  0.377
C -4.3681 5.1834 0.1335  -0.796
O -3.1513 5.2845 0.8576  -0.289
C -2.1301 5.9570 0.1568  -0.530
N -6.7872 5.1828 0.3316  -0.564
H -6.4518 3.0540 1.8532  0.476
H -4.7101 3.0067 1.8636  0.150
H -5.5616 2.7660 0.3578  -0.056
H -5.4853 5.4080 2.0151  0.283
H -4.5228 6.1638 -0.3171  0.444
H -4.1757 4.4931 -0.6879  0.256
H -2.2205 7.0430 0.1323  0.384
H -2.0564 5.5092 -0.8343  0.413
H -1.1906 5.8234 0.6931  -0.157
H -6.8702 6.1713 0.1414  0.208
H -7.6272 5.0514 0.8768  0.252
C 0.8603 -8.1157 -2.2101  -1.417
C 1.6579 -6.8536 -2.1071  1.306
C 2.2188 -6.6043 -0.7140  -0.833
O 1.3074 -6.9081 0.3364  -0.556
C 0.4558 -5.8090 0.7249  0.350
N 2.6642 -6.9805 -3.1348  -0.702
H 0.5260 -8.3648 -3.2172  0.359
H -0.0336 -7.9240 -1.6165  0.157
H 1.3955 -8.9019 -1.6776  0.450
H 1.0605 -5.9900 -2.3995  -0.293
H 2.5980 -5.5869 -0.6182  0.260
H 3.0114 -7.3353 -0.5539  0.481
H -0.2406 -6.2506 1.4378  0.262
H -0.2127 -5.4676 -0.0654  -0.216
H 1.0038 -4.9745 1.1624  -0.041
H 3.2732 -7.6989 -2.7699  0.327
H 3.2563 -6.1626 -3.1598  0.144
C -3.0594 -4.1386 2.8182  0.043
C -4.2031 -5.0363 2.3118  0.546
C -3.8207 -6.5178 2.0590  -1.215
O -2.8652 -6.7484 1.1100  -0.304
C -3.2046 -6.2264 -0.1426  -0.468
N -5.3494 -4.8727 3.2280  -0.463
H -2.7697 -4.4743 3.8140  0.515
H -3.4364 -3.1281 2.9761  -0.563
H -2.1718 -4.0979 2.1869  -0.373
H -4.4273 -4.5690 1.3529  0.163
H -4.7684 -7.0152 1.8526  0.398
H -3.4533 -6.9575 2.9863  0.406
H -2.4940 -6.6947 -0.8237  0.154
H -2.9775 -5.1739 -0.3121  -0.091
H -4.1879 -6.5118 -0.5164  0.581
H -6.1149 -5.1816 2.6460  0.299
H -5.3484 -5.5879 3.9411  0.245
C 0.6306 -3.3867 4.1377  -1.782
C 0.6680 -2.4464 2.9347  2.209
C 0.5077 -0.9886 3.3486  -1.047
O -0.7665 -0.8451 3.9001  -0.173
C -1.0651 0.4370 4.3214  -0.644
N 1.9740 -2.6475 2.2981  -0.297
H 0.9124 -4.4052 3.8704  0.478
H -0.3104 -3.3213 4.6838  0.301
H 1.3298 -3.0604 4.9076  0.414
H -0.1298 -2.6715 2.2269  -1.365
H 0.6236 -0.3307 2.4873  0.237
H 1.2770 -0.7463 4.0818  0.565
H -1.3189 1.1593 3.5455  0.101
H -0.3470 0.9318 4.9753  0.375
H -2.0468 0.3620 4.7891  0.215
H 2.3111 -3.5972 2.3663  0.272
H 2.7007 -2.1896 2.8294  0.305
C -4.8080 -0.3581 4.0930  -0.875
C -6.1101 -1.1910 3.9338  0.799
C -6.4316 -1.6417 2.5257  -0.330
O -6.7885 -0.5168 1.6885  0.124
C -8.1111 -0.1350 1.6511  -0.916
N -5.9727 -2.2756 4.8346  -0.777
H -4.7300 -0.0443 5.1339  0.568
H -4.8537 0.6095 3.5931  0.138
H -3.9191 -0.8505 3.6989  -0.113
H -6.9548 -0.6326 4.3373  0.251
H -7.1876 -2.4251 2.4721  0.509
H -5.5913 -2.1356 2.0377  -0.453
H -8.6386 -0.8511 1.0211  0.374
H -8.2481 0.8104 1.1262  0.120
H -8.6767 -0.0007 2.5732  0.349
H -5.5959 -3.0832 4.3593  0.153
H -5.3642 -2.0976 5.6208  0.305
C -1.8165 -6.0645 -4.2325  -0.702
C -3.1086 -6.0252 -5.1064  0.513
C -3.7706 -4.6542 -4.9921  -0.839
O -4.3257 -4.2746 -3.7640  0.052
C -5.4193 -5.1467 -3.2981  -0.841
N -2.6746 -6.2285 -6.4837  -0.762
H -1.0527 -5.4561 -4.7169  0.267
H -1.5159 -7.1089 -4.3153  0.344
H -1.9496 -5.8178 -3.1792  -0.177
H -3.7753 -6.7975 -4.7229  0.306
H -4.5495 -4.5690 -5.7498  0.368
H -3.0526 -3.8551 -5.1765  0.055
H -5.2870 -6.2039 -3.0681  0.319
H -6.3137 -4.9688 -3.8952  0.376
H -5.7915 -4.6952 -2.3784  0.195
H -1.9823 -6.9639 -6.4907  0.319
H -2.1818 -5.4103 -6.8121  0.266
C 3.2611 -2.7341 -4.5619  -1.432
C 3.8836 -4.1929 -4.6810  0.580
C 4.6935 -4.2973 -5.9942  -1.150
O 5.8346 -3.4001 -5.9477  -0.287
C 6.4931 -3.4651 -7.1920  -0.819
N 4.7247 -4.5251 -3.5662  -0.508
H 2.5801 -2.5840 -3.7241  0.102
H 2.7590 -2.3719 -5.4590  0.424
H 4.0398 -2.0084 -4.3272  0.377
H 3.1627 -5.0102 -4.7035  0.395
H 4.0196 -4.1566 -6.8394  0.474
H 5.0368 -5.3293 -6.0669  0.442
H 5.9497 -2.8547 -7.9133  0.316
H 6.6569 -4.4433 -7.6440  0.329
H 7.4615 -2.9739 -7.0966  0.248
H 5.5630 -3.9619 -3.5782  0.282
H 4.9937 -5.4846 -3.7309  0.230
C -8.9765 1.6686 -3.6970  -1.515
C -8.4401 1.7390 -2.3116  0.408
C -7.2156 0.7749 -1.9491  -0.049
O -7.6144 -0.5651 -2.0659  -0.483
C -6.5184 -1.4421 -1.8989  -0.274
N -8.1745 3.2083 -1.9977  -0.687
H -8.2480 1.9765 -4.4471  0.334
H -9.9027 2.2269 -3.8328  0.395
H -9.2176 0.6190 -3.8656  0.318
H -9.2714 1.4973 -1.6494  0.296
H -6.9236 1.0097 -0.9255  -0.204
H -6.4285 1.0439 -2.6535  0.401
H -6.8456 -2.4255 -2.2365  0.222
H -6.1481 -1.4895 -0.8748  -0.153
H -5.6895 -1.2206 -2.5711  0.422
H -7.3674 3.4923 -2.5344  0.294
H -7.8505 3.2885 -1.0445  0.174



This record from the Open Molecules 2025 dataset describes a molecular structure, C27H29N5O2OsPS4. The level of theory is the ωB97M-V functional and the def2-TZVPD basis.

Results
gap between HOMO and LUMO (spin up / spin down)	6.7 / 6.6	eV
2S+1	6
⟨S²⟩	8.81
energy above the lowest of the compared OMol25 structures with the same formula, charge and spin	1.722	eV

Last column: Mulliken charge in e.
Atoms and positions in Å:
Os -0.6863 0.3371 -0.0342  1.295
S -0.3944 2.6527 -0.5846  -0.497
C -0.2492 2.4081 -2.3025  0.518
N -0.2547 3.5649 -3.0505  -0.914
N 0.3589 3.5001 -4.2230  0.267
C 1.5265 2.7702 -4.5659  0.468
C 2.4861 2.4365 -3.6132  -0.170
C 3.6075 1.7243 -3.9983  -0.582
C 3.7934 1.3580 -5.3269  -0.605
C 2.8486 1.7193 -6.2744  -0.476
C 1.7125 2.4221 -5.8966  -0.404
N -0.1236 1.2690 -2.9056  -0.557
N 0.0114 0.1684 -2.0854  -0.059
C 0.5671 -0.8500 -2.6927  0.069
C 0.9294 -0.8139 -4.0918  -0.779
C 1.4739 -1.8917 -4.6841  -0.535
C 1.7302 -3.1283 -3.9742  -0.821
C 1.4725 -3.2081 -2.6683  -0.729
C 0.9374 -2.0623 -1.8872  1.576
H 0.1296 4.2786 -4.8210  0.271
H 2.3497 2.7276 -2.5800  0.489
H 4.3455 1.4565 -3.2533  0.423
H 4.6731 0.8005 -5.6193  0.420
H 2.9869 1.4474 -7.3128  0.372
H 0.9564 2.6815 -6.6279  0.405
H 0.7471 0.0936 -4.6436  0.609
H 1.7261 -1.8358 -5.7360  0.427
H 2.1318 -3.9761 -4.5125  0.412
H 1.6538 -4.1226 -2.1200  0.312
H 0.0706 -2.3723 -1.2904  -0.337
C 1.1702 2.0537 2.7869  -1.368
C 1.1422 0.5643 2.9274  0.666
C 0.9907 -0.0055 4.2180  -0.405
C 0.9107 -1.3533 4.3480  -0.877
C 1.0910 -2.1745 3.2089  0.889
C 1.0687 -3.5842 3.2760  -0.815
C 1.3340 -4.3301 2.1643  -1.010
C 1.6729 -3.6917 0.9563  -0.111
C 1.6509 -2.3264 0.8442  0.226
S 2.1713 -1.4953 -0.6307  -0.035
C 1.3161 -1.5306 1.9762  0.366
N 1.2456 -0.1722 1.8454  -0.257
H 2.0057 2.4573 3.3638  0.475
H 0.2495 2.4912 3.1737  0.268
H 1.2850 2.3388 1.7439  0.181
H 0.8868 0.6481 5.0738  0.425
H 0.7268 -1.8128 5.3116  0.398
H 0.8544 -4.0586 4.2259  0.402
H 1.3278 -5.4107 2.2125  0.406
H 1.9802 -4.2919 0.1107  0.321
C -2.1374 1.6618 6.0850  -1.206
C -2.9482 1.1944 4.8989  -0.109
O -2.3491 -0.0118 4.3986  -0.114
P -2.6015 -0.5720 2.8992  0.077
S -1.6187 -1.6512 0.0502  -0.689
S -1.9441 1.1298 1.7342  -0.451
O -4.2250 -0.3489 2.8696  -0.293
C -4.9222 -0.6122 1.6382  0.106
C -5.6818 0.6252 1.2172  -1.134
H -2.5918 2.5490 6.5280  0.420
H -1.1219 1.9138 5.7776  0.179
H -2.0865 0.8820 6.8454  0.297
H -2.9578 1.9501 4.1100  0.351
H -3.9809 0.9810 5.1757  0.282
H -5.5972 -1.4504 1.8212  0.318
H -4.2168 -0.9120 0.8588  0.035
H -6.3659 0.9393 2.0063  0.282
H -6.2621 0.4204 0.3159  0.396
H -4.9893 1.4407 1.0096  0.240



This record from the Open Molecules 2025 dataset describes 2 unconnected molecules or ions with the total composition CH7NO2 at a distorted geometry. The level of theory is the ωB97M-V functional and the def2-TZVPD basis.

Results
gap between HOMO and LUMO	9.9	eV
2S+1	1
energy above the lowest of the compared OMol25 structures with the same formula, charge and spin	0.824	eV
SMILES	NCO.O

Last column: natural (NBO) charge in e.
Atoms and positions in Å:
N -1.2163 0.1656 -0.2016  -0.859
C -1.0701 -0.4956 -1.5689  0.090
O 0.1977 -0.0455 -1.9374  -0.745
H -0.3831 0.2552 0.3250  0.367
H -1.5899 1.0737 -0.3597  0.352
H -1.2399 -1.5847 -1.4349  0.164
H -1.8466 -0.0390 -2.2645  0.155
H 0.8059 -0.6545 -2.3516  0.477
O 1.9009 0.7540 3.3767  -0.956
H 1.7527 -0.2473 3.6448  0.479
H 2.6887 0.8180 2.7720  0.477